{"formula": "C33H29N6O3Zr", "method": "the ωB97M-V functional and the def2-TZVPD basis", "species": ["N", "C", "H", "C", "H", "H", "C", "C", "C", "Zr", "C", "C", "C", "C", "N", "C", "H", "C", "H", "H", "C", "H", "C", "H", "H", "H", "H", "C", "H", "O", "C", "C", "C", "H", "C", "C", "H", "C", "N", "H", "C", "O", "O", "C", "H", "H", "N", "H", "C", "N", "H", "H", "C", "N", "C", "H", "H", "C", "C", "H", "H", "H", "C", "C", "C", "C", "H", "H", "H", "C", "C", "H"], "positions_angstrom": [[0.118, -3.918, 1.460], [-0.927, 4.791, -4.340], [1.496, 0.682, 4.767], [0.062, -3.398, 3.780], [-1.936, 3.453, -1.396], [2.984, 0.001, -0.106], [0.169, -4.730, 0.389], [-1.201, 0.689, 1.271], [1.405, 2.974, 0.071], [0.279, -1.715, 1.155], [2.426, 2.055, -0.183], [-0.383, -2.012, -2.003], [-0.005, 1.161, 0.772], [0.191, -6.099, 0.542], [-0.768, 4.776, 0.665], [-0.629, 5.172, -1.605], [3.086, -2.719, 1.673], [0.311, -4.679, -2.108], [-2.169, 3.121, -3.832], [-1.496, -0.413, -1.094], [-0.173, 5.871, -3.873], [0.550, -5.732, -2.133], [-0.296, -3.692, 5.069], [0.292, -0.634, 6.380], [-0.003, 0.105, -1.907], [-0.505, -2.887, 7.054], [3.391, 2.378, -0.545], [-0.050, 6.059, -2.511], [1.730, 0.152, 3.111], [-1.142, 4.525, -5.625], [-0.645, 5.446, -6.613], [1.010, 0.189, 3.928], [-0.943, 3.441, 0.781], [-3.152, 1.152, 1.979], [-2.104, 2.918, 1.361], [0.543, -1.175, 4.332], [0.206, -6.758, -0.313], [0.148, -3.965, -3.294], [-0.425, 5.528, -0.261], [0.444, 5.457, -6.605], [0.177, -6.625, 1.828], [-1.285, -0.700, 1.454], [2.565, -2.377, 0.930], [-2.234, 1.554, 1.568], [0.504, 6.902, -2.118], [-0.413, -2.077, -4.136], [0.458, -2.149, 3.396], [0.284, -4.456, -4.249], [0.207, -1.431, 5.654], [1.035, 0.248, 0.552], [0.207, -7.697, 1.972], [-1.006, 5.074, -7.564], [-1.544, 3.907, -3.429], [-0.148, -2.690, -0.851], [0.084, -4.420, 2.707], [-0.631, -4.684, 5.337], [-1.406, -0.359, -2.852], [0.138, -4.026, -0.918], [2.200, 0.727, 0.061], [0.165, 0.815, 3.632], [-1.041, 6.444, -6.433], [0.130, -6.183, 3.929], [0.127, -5.781, 2.927], [-0.227, -2.642, -3.232], [0.166, 2.546, 0.519], [-0.845, -0.589, -1.949], [1.590, 4.033, -0.068], [3.105, -2.510, 0.136], [-2.908, 3.594, 1.618], [-0.230, -2.683, 6.027], [-1.401, 4.096, -2.081], [0.289, 6.564, -4.558]], "forces_ev_per_a": [[-0.1, -0.3, 0.0], [0.0, 0.0, -0.2], [0.0, 0.0, 0.0], [0.2, 0.0, -0.2], [0.0, 0.0, -0.1], [0.0, 0.0, 0.0], [0.0, 0.2, -0.1], [-0.5, -0.4, 0.1], [0.3, 0.0, -0.1], [0.5, -0.7, 0.2], [-0.1, 0.3, 0.0], [0.0, -0.1, 0.1], [0.7, 0.1, -0.2], [0.0, -0.2, 0.0], [0.6, 0.5, 0.3], [0.2, 0.1, 0.1], [0.0, 0.1, -0.1], [0.0, -0.1, -0.2], [0.0, 0.0, 0.0], [0.0, 0.0, 0.0], [0.0, 0.0, 0.1], [0.0, 0.0, 0.0], [0.0, -0.1, 0.2], [0.0, 0.0, 0.0], [0.0, 0.0, 0.0], [0.0, 0.0, 0.0], [0.0, 0.0, 0.0], [0.1, 0.1, -0.1], [0.0, 0.0, 0.0], [0.0, 0.1, 0.0], [0.0, -0.1, 0.1], [0.0, 0.0, 0.0], [-0.3, -0.4, -0.1], [0.0, 0.0, 0.0], [0.1, 0.1, -0.1], [0.0, -0.1, -0.2], [0.0, 0.0, 0.0], [0.0, -0.1, 0.0], [-0.6, -0.4, -0.1], [0.0, 0.0, 0.0], [0.0, -0.1, 0.0], [0.0, 0.9, -0.1], [0.0, 0.1, 0.0], [-0.2, -0.1, 0.2], [0.0, 0.0, 0.0], [0.0, 0.0, 0.0], [-0.1, -0.1, 0.2], [0.0, 0.0, 0.0], [0.0, 0.0, 0.1], [-0.3, 0.6, -0.1], [0.0, 0.0, 0.0], [0.0, 0.0, 0.0], [0.0, 0.1, 0.0], [0.1, -0.1, -0.2], [0.1, 0.2, 0.0], [0.0, 0.0, 0.0], [0.0, 0.0, 0.0], [-0.1, 0.1, 0.3], [-0.2, -0.3, 0.2], [0.0, 0.0, 0.0], [0.0, 0.0, 0.0], [0.0, 0.0, 0.0], [-0.1, -0.1, 0.0], [0.0, 0.1, -0.1], [-0.2, 0.1, 0.1], [0.0, 0.0, 0.0], [0.0, 0.0, 0.0], [-0.1, 0.0, 0.1], [0.0, 0.0, 0.0], [0.0, -0.1, 0.0], [0.0, 0.0, 0.1], [0.0, 0.0, 0.0]], "spin_multiplicity": 1, "charge": 3, "lumo_ha": -0.3495, "max_force_ev_per_a": 0.95, "e_above_lowest_kcal_mol": 5.1, "e_tot_ha": -1875.4730}